A cluster of 14 separate species, C91H201N9O14 in total in a non-equilibrium geometry, computed with ωB97M-V with the def2-TZVPD basis set.

Summary:
Energy relative to the best compared isomer or geometry (same formula, charge and spin) ... 0.0 kcal/mol
Electronic energy ... -139693.3554 eV
Gap between HOMO and LUMO ... 8.67 eV
Total charge ... 0

Geometry (Å):
C1 -15.027 -21.413 15.239
C2 -14.924 -20.106 14.392
C3 -14.388 -18.931 15.253
C4 -12.873 -19.033 15.470
C5 -12.133 -19.154 14.134
C6 -12.556 -20.414 13.342
N1 -14.004 -20.321 13.204
O1 -14.470 -21.572 12.551
C7 -11.862 -20.407 11.966
C8 -12.004 -21.689 14.036
C9 -16.311 -19.734 13.919
H1 -15.589 -21.247 16.147
H2 -14.026 -21.760 15.444
H3 -15.572 -22.125 14.619
H4 -14.606 -17.985 14.748
H5 -14.970 -18.824 16.176
H6 -12.700 -19.935 16.018
H7 -12.557 -18.175 16.056
H8 -11.063 -19.187 14.333
H9 -12.255 -18.306 13.411
H10 -12.211 -21.237 11.347
H11 -12.081 -19.503 11.388
H12 -10.785 -20.471 12.083
H13 -12.127 -21.586 15.113
H14 -12.556 -22.544 13.632
H15 -10.956 -21.857 13.774
H16 -16.216 -18.883 13.256
H17 -16.952 -19.409 14.728
H18 -16.727 -20.592 13.393
H19 -14.882 -21.257 11.728
C10 -11.228 -17.490 19.474
C11 -10.624 -16.196 18.918
C12 -11.811 -15.231 18.644
C13 -11.344 -13.797 18.427
C14 -10.588 -13.273 19.647
C15 -9.366 -14.145 19.967
N2 -9.773 -15.569 19.967
O2 -8.646 -16.464 20.342
C16 -8.243 -13.886 18.895
C17 -8.936 -13.768 21.374
C18 -9.907 -16.438 17.529
H20 -10.482 -18.239 19.678
H21 -11.878 -17.896 18.698
H22 -11.827 -17.245 20.366
H23 -12.388 -15.578 17.754
H24 -12.479 -15.389 19.492
H25 -12.198 -13.132 18.309
H26 -10.717 -13.705 17.529
H27 -11.225 -13.361 20.549
H28 -10.301 -12.212 19.557
H29 -8.657 -14.020 17.919
H30 -7.872 -12.874 18.984
H31 -7.521 -14.663 19.083
H32 -8.889 -12.677 21.441
H33 -9.685 -14.142 22.074
H34 -7.966 -14.173 21.625
H35 -10.454 -17.091 16.866
H36 -9.082 -17.059 17.813
H37 -9.678 -15.460 17.111
H38 -8.764 -16.595 21.276
C19 -15.134 -25.068 22.722
C20 -15.114 -25.860 24.056
C21 -14.120 -26.992 24.008
C22 -12.660 -26.464 23.951
C23 -12.338 -25.592 25.175
C24 -13.313 -24.383 25.339
N3 -14.667 -24.998 25.190
O3 -15.665 -23.873 25.289
C25 -13.218 -23.726 26.693
C26 -13.026 -23.384 24.255
C27 -16.522 -26.395 24.359
H39 -15.782 -24.198 22.893
H40 -15.557 -25.637 21.879
H41 -14.143 -24.650 22.465
H42 -14.284 -27.581 24.940
H43 -14.256 -27.640 23.130
H44 -12.582 -25.926 23.001
H45 -11.930 -27.290 23.806
H46 -11.374 -25.106 24.991
H47 -12.383 -26.108 26.138
H48 -12.164 -23.463 26.835
H49 -13.832 -22.799 26.784
H50 -13.411 -24.372 27.556
H51 -12.507 -23.828 23.413
H52 -13.984 -22.926 24.003
H53 -12.377 -22.559 24.595
H54 -17.275 -25.604 24.232
H55 -16.595 -26.803 25.369
H56 -16.735 -27.137 23.599
H57 -16.088 -24.199 26.094
C28 -4.434 -21.086 19.624
C29 -5.116 -22.467 19.934
C30 -5.833 -22.915 18.654
C31 -6.260 -24.321 18.716
C32 -5.029 -25.219 18.935
C33 -4.292 -24.874 20.240
N4 -4.028 -23.431 20.190
O4 -3.361 -23.079 21.474
C34 -5.138 -25.277 21.449
C35 -2.919 -25.551 20.311
C36 -6.113 -22.304 21.094
H58 -3.641 -21.211 18.889
H59 -4.006 -20.711 20.571
H60 -5.165 -20.394 19.227
H61 -6.649 -22.218 18.551
H62 -5.094 -22.675 17.885
H63 -6.797 -24.604 17.827
H64 -6.950 -24.473 19.556
H65 -4.296 -25.010 18.148
H66 -5.219 -26.328 18.920
H67 -5.090 -26.355 21.596
H68 -4.780 -24.774 22.354
H69 -6.187 -25.085 21.242
H70 -2.268 -25.171 19.517
H71 -2.489 -25.434 21.300
H72 -3.030 -26.654 20.205
H73 -5.503 -22.156 21.992
H74 -6.788 -23.132 21.341
H75 -6.762 -21.442 20.922
H76 -2.545 -22.761 21.087
C37 -17.019 -18.080 23.121
C38 -15.958 -18.865 22.338
C39 -15.998 -20.314 22.841
C40 -15.228 -21.243 21.890
C41 -15.815 -21.155 20.478
C42 -15.769 -19.706 19.889
N5 -16.398 -18.851 20.911
O5 -16.331 -17.448 20.481
C43 -14.309 -19.344 19.586
C44 -16.632 -19.669 18.676
C45 -14.587 -18.228 22.604
H77 -16.882 -18.263 24.204
H78 -18.042 -18.403 22.890
H79 -17.014 -17.026 22.817
H80 -15.608 -20.416 23.846
H81 -17.089 -20.548 22.853
H82 -15.303 -22.303 22.169
H83 -14.193 -20.887 21.885
H84 -16.868 -21.430 20.506
H85 -15.258 -21.792 19.789
H86 -13.765 -20.058 18.971
H87 -14.151 -18.355 19.224
H88 -13.737 -19.284 20.524
H89 -16.223 -20.346 17.912
H90 -17.640 -19.938 18.847
H91 -16.533 -18.658 18.224
H92 -14.452 -17.422 21.878
H93 -13.776 -18.920 22.390
H94 -14.610 -17.801 23.603
H95 -17.248 -17.178 20.368
C46 -13.281 -27.040 17.928
C47 -13.675 -28.515 18.150
C48 -12.522 -29.146 18.937
C49 -12.872 -30.511 19.473
C50 -14.117 -30.371 20.346
C51 -15.375 -29.756 19.636
N6 -14.878 -28.469 19.006
O6 -15.997 -27.972 18.167
C52 -15.948 -30.808 18.686
C53 -16.407 -29.222 20.655
C54 -13.917 -29.166 16.817
H96 -12.345 -27.025 17.335
H97 -13.070 -26.617 18.899
H98 -14.067 -26.486 17.440
H99 -11.627 -29.198 18.290
H100 -12.237 -28.421 19.702
H101 -12.046 -30.926 20.048
H102 -13.132 -31.199 18.636
H103 -13.966 -29.717 21.228
H104 -14.255 -31.364 20.776
H105 -16.584 -30.344 17.920
H106 -15.186 -31.298 18.064
H107 -16.530 -31.531 19.240
H108 -17.327 -28.884 20.158
H109 -16.631 -29.976 21.444
H110 -16.017 -28.349 21.190
H111 -13.919 -30.256 16.829
H112 -13.115 -28.905 16.122
H113 -14.878 -28.814 16.449
H114 -16.330 -27.165 18.571
C55 -11.367 -24.007 11.125
C56 -11.983 -25.290 11.698
C57 -10.923 -26.027 12.518
C58 -11.513 -27.170 13.279
C59 -12.563 -26.590 14.212
C60 -13.737 -25.924 13.456
N7 -13.102 -24.897 12.584
O7 -14.180 -24.314 11.793
C61 -14.550 -27.007 12.734
C62 -14.645 -25.221 14.438
C63 -12.422 -26.189 10.476
H115 -11.224 -23.341 11.982
H116 -12.012 -23.519 10.390
H117 -10.448 -24.266 10.597
H118 -10.078 -26.296 11.866
H119 -10.498 -25.248 13.150
H120 -10.759 -27.695 13.864
H121 -12.025 -27.891 12.643
H122 -12.088 -25.753 14.754
H123 -13.016 -27.290 14.917
H124 -15.312 -26.549 12.136
H125 -13.985 -27.622 12.059
H126 -15.019 -27.667 13.468
H127 -14.057 -24.475 15.007
H128 -15.455 -24.755 13.926
H129 -14.899 -25.977 15.182
H130 -13.186 -25.702 9.879
H131 -12.831 -27.132 10.739
H132 -11.556 -26.257 9.844
H133 -14.259 -23.372 12.026
C64 -10.063 -23.520 21.603
C65 -10.688 -22.934 20.349
C66 -10.044 -21.557 19.907
C67 -10.458 -21.146 18.503
C68 -9.983 -22.218 17.532
C69 -10.574 -23.630 17.823
N8 -10.311 -23.885 19.261
O8 -10.914 -25.178 19.617
C70 -12.103 -23.598 17.332
C71 -9.888 -24.747 17.070
C72 -12.148 -22.728 20.529
H134 -10.485 -24.476 21.913
H135 -10.226 -22.774 22.363
H136 -8.984 -23.621 21.493
H137 -10.322 -20.783 20.652
H138 -8.972 -21.684 19.994
H139 -9.976 -20.197 18.201
H140 -11.539 -21.051 18.450
H141 -8.897 -22.358 17.618
H142 -10.199 -21.917 16.506
H143 -12.203 -23.913 16.310
H144 -12.638 -24.303 17.983
H145 -12.630 -22.623 17.417
H146 -8.857 -24.828 17.434
H147 -10.384 -25.704 17.258
H148 -9.838 -24.527 16.012
H149 -12.631 -23.693 20.732
H150 -12.601 -22.286 19.643
H151 -12.308 -22.075 21.398
H152 -10.154 -25.784 19.660
C73 -7.885 -17.124 14.482
C74 -6.487 -17.724 14.782
C75 -6.468 -18.105 16.269
C76 -7.265 -19.320 16.593
C77 -6.735 -20.505 15.814
C78 -6.697 -20.231 14.344
N9 -6.113 -18.899 14.038
O9 -6.241 -18.658 12.643
C79 -5.848 -21.314 13.637
C80 -8.181 -20.375 13.835
C81 -5.477 -16.549 14.534
H153 -8.662 -17.841 14.721
H154 -7.999 -16.762 13.467
H155 -8.104 -16.260 15.148
H156 -5.393 -18.270 16.387
H157 -6.711 -17.207 16.857
H158 -8.329 -19.154 16.412
H159 -7.260 -19.514 17.666
H160 -7.294 -21.438 15.969
H161 -5.681 -20.701 16.068
H162 -5.767 -21.152 12.553
H163 -4.840 -21.277 14.078
H164 -6.335 -22.287 13.880
H165 -8.249 -20.078 12.779
H166 -8.531 -21.389 13.865
H167 -8.826 -19.781 14.466
H168 -4.445 -16.829 14.755
H169 -5.855 -15.736 15.141
H170 -5.527 -16.317 13.480
H171 -7.146 -18.395 12.446
C82 -8.685 -29.317 16.902
C83 -8.301 -27.990 16.302
O10 -7.741 -27.176 17.323
H172 -9.497 -29.307 17.606
H173 -7.834 -29.737 17.439
H174 -9.044 -30.044 16.166
H175 -9.174 -27.498 15.817
H176 -7.559 -28.064 15.484
H177 -7.502 -26.341 16.912
C84 -10.725 -18.879 22.896
C85 -9.524 -18.072 23.457
O11 -9.706 -16.657 23.330
H178 -10.442 -19.950 23.001
H179 -10.896 -18.600 21.842
H180 -11.596 -18.700 23.546
H181 -8.680 -18.287 22.784
H182 -9.254 -18.316 24.490
H183 -10.625 -16.456 23.493
C86 -9.000 -27.246 22.274
C87 -8.218 -27.694 21.064
O12 -8.728 -27.083 19.917
H184 -8.690 -26.241 22.522
H185 -8.689 -27.862 23.161
H186 -10.089 -27.350 22.117
H187 -8.323 -28.790 21.005
H188 -7.137 -27.488 21.184
H189 -8.200 -27.244 19.129
C88 -16.386 -24.236 17.831
C89 -16.541 -24.653 19.286
O13 -17.331 -25.833 19.467
H190 -15.749 -24.960 17.298
H191 -15.831 -23.289 17.736
H192 -17.355 -24.116 17.371
H193 -16.995 -23.827 19.884
H194 -15.572 -24.916 19.703
H195 -18.255 -25.662 19.236
C90 -7.156 -20.994 24.408
C91 -7.881 -22.212 24.955
O14 -7.716 -22.324 26.352
H196 -6.069 -21.215 24.378
H197 -7.301 -20.159 25.092
H198 -7.417 -20.782 23.379
H199 -7.453 -23.070 24.468
H200 -8.968 -22.154 24.726
H201 -8.214 -23.091 26.624

Cartesian forces, eV/Å:
C 0.02 0.82 -1.06
C 0.72 -0.44 1.19
C 0.30 0.12 -0.74
C -1.00 0.54 -0.77
C -0.14 0.43 -0.72
C 1.50 -0.08 0.52
N -1.46 -0.55 -0.54
O 0.02 1.10 -0.03
C -0.93 0.44 -0.42
C -0.76 0.19 -0.27
C 0.51 -0.05 -0.78
H -0.07 0.11 0.27
H -0.06 -0.42 0.32
H 0.22 -0.29 0.25
H 0.12 -0.01 -0.36
H 0.24 -0.54 0.04
H 0.41 -0.47 0.72
H 0.33 0.02 0.08
H 0.21 -0.26 -0.07
H -0.27 -0.27 0.95
H 0.17 -0.07 0.21
H -0.06 0.09 0.20
H 0.12 -0.07 0.09
H 0.23 -0.47 0.00
H 0.04 -0.12 0.44
H -0.05 0.25 0.23
H -0.14 0.12 -0.40
H -0.12 -0.26 0.39
H -0.39 0.16 -0.04
H 0.25 0.06 0.41
C -0.12 0.65 -0.45
C -0.03 0.50 -0.98
C 0.25 -0.52 -0.26
C -0.27 0.56 0.63
C -0.30 -0.88 0.44
C 0.65 0.08 -1.27
N -0.22 -0.99 0.74
O -0.91 1.24 -1.85
C -1.06 -0.35 1.53
C 0.09 0.12 -0.18
C -0.37 -0.13 2.06
H 0.37 -0.23 0.27
H -0.19 -0.09 0.06
H 0.25 -0.25 -0.22
H 0.54 0.02 0.48
H -0.20 0.74 0.14
H -0.20 -0.06 -0.38
H -0.28 -0.06 0.14
H -0.09 0.20 -0.48
H 0.07 -0.45 -0.09
H -0.09 0.02 -0.63
H 0.41 0.11 0.08
H 0.72 0.07 -0.14
H 0.07 -0.09 0.09
H 0.12 0.05 0.07
H 0.25 -0.15 0.16
H -0.74 0.20 -0.33
H 1.31 0.13 -0.22
H 0.32 -0.53 -0.35
H -0.47 0.10 0.92
C -0.19 0.43 0.18
C 0.48 1.10 -0.49
C 1.15 -0.74 0.57
C -0.55 -0.60 0.13
C -0.18 0.99 -0.17
C -0.74 -1.76 -1.08
N -1.38 0.95 0.66
O 0.99 -1.45 0.26
C 0.50 0.51 0.83
C 0.15 1.38 0.00
C 0.15 0.79 -0.31
H 0.02 -0.21 -0.17
H 0.25 -0.02 0.34
H -0.57 -0.53 -0.06
H 0.28 0.08 -0.61
H -0.38 0.13 0.25
H 0.17 0.36 0.23
H -0.46 0.32 0.52
H 0.25 -0.36 0.49
H 0.38 -0.43 -0.32
H -0.06 0.33 -0.11
H 0.44 -0.75 -0.21
H -0.45 -0.19 -0.35
H -0.29 0.03 -0.30
H 0.25 0.12 -0.47
H -0.11 -0.30 0.12
H 0.26 -0.17 0.16
H 0.08 -0.13 -0.13
H -0.15 -0.43 0.03
H -0.25 0.48 -0.11
C -0.16 -1.03 1.14
C -0.03 0.20 -0.04
C 1.15 1.49 0.53
C 0.19 -1.59 0.59
C 0.44 -0.50 -0.10
C -0.30 0.06 0.24
N 0.51 0.53 0.76
O -0.77 -0.08 -1.39
C -0.01 -0.32 -0.01
C -0.49 -1.10 -0.20
C 0.37 0.17 0.61
H 0.04 -0.12 0.00
H -0.17 0.13 -0.52
H -0.23 0.28 0.04
H -0.53 0.17 -0.29
H -0.29 -0.48 -0.52
H -0.18 -0.16 -0.45
H -0.11 0.07 -0.31
H -0.13 -0.13 -0.25
H -0.13 1.03 0.01
H 0.27 -0.13 0.09
H -0.28 -0.11 -0.18
H -0.04 0.23 0.37
H 0.01 -0.06 0.25
H 0.23 0.36 -0.01
H -0.03 0.64 -0.22
H -0.31 0.28 -0.01
H 0.31 -0.05 -0.51
H 0.20 0.15 0.03
H 0.43 0.17 0.33
C -0.44 -0.01 -0.03
C -0.13 -0.11 0.09
C -0.92 -0.43 -1.08
C -0.70 0.15 -0.31
C 0.30 1.21 0.13
C 0.69 -0.84 1.38
N -0.39 0.97 0.26
O 0.33 -0.86 -0.02
C 0.52 -0.15 1.22
C 1.52 1.03 -1.87
C -0.43 0.31 -0.97
H 0.09 0.55 -0.48
H 0.28 -0.34 -0.11
H 0.34 -0.06 0.60
H 0.03 0.26 0.30
H 0.71 -0.36 0.11
H 0.36 0.43 0.34
H 0.06 -0.55 -0.02
H -0.08 -0.32 -0.03
H -0.14 -0.19 -0.06
H -0.28 -0.14 -0.31
H -0.35 0.82 -0.83
H -0.19 -0.42 -0.24
H -0.08 -0.02 0.23
H -1.12 -0.12 0.38
H -0.48 -0.50 0.21
H -0.02 0.22 0.24
H 0.12 -0.04 0.68
H 0.50 -0.19 0.14
H -0.06 -0.25 0.02
C 0.63 -0.90 -0.16
C 0.10 0.88 0.19
C 0.47 0.17 -0.71
C -0.80 0.47 -0.17
C -0.30 0.49 0.94
C 1.11 0.47 0.11
N -1.20 -0.29 -0.33
O 1.19 -0.98 0.08
C -0.16 0.73 -1.10
C -0.09 -0.77 0.52
C 0.17 -0.51 -0.69
H -0.50 0.25 0.16
H 0.05 0.39 0.24
H -0.16 0.17 -0.31
H -0.41 0.03 -0.05
H -0.10 -0.29 0.45
H -0.01 -0.18 -0.01
H 0.46 0.31 0.49
H 0.49 -0.16 -0.40
H -0.89 -0.06 -0.04
H -0.20 0.04 0.44
H -0.05 -0.13 0.64
H -0.05 -0.28 0.10
H 0.22 -0.35 0.12
H -0.09 0.27 -0.66
H 0.21 -0.12 -0.23
H -0.14 0.00 0.19
H -0.10 0.13 -0.01
H 0.07 -0.05 -0.32
H 0.00 0.20 0.65
C -0.39 -0.32 0.28
C -1.03 -0.62 -1.65
C 0.27 0.82 -0.78
C -0.47 -0.24 0.86
C -0.44 1.10 0.18
C 1.12 -0.51 -0.68
N -0.83 0.53 0.13
O 0.50 -0.50 -0.24
C -0.06 0.13 0.27
C 1.62 -0.14 0.99
C 0.12 1.62 0.51
H 0.40 0.08 -0.40
H -0.15 -0.07 0.19
H 0.20 0.20 0.26
H -0.40 -0.21 -0.09
H 0.06 -0.17 0.68
H 0.11 -0.15 -0.03
H 0.40 -0.14 -0.25
H -0.08 -0.43 0.31
H 0.33 -0.04 -0.05
H -0.61 0.30 -0.26
H 0.33 -0.29 -0.04
H -0.02 0.10 0.02
H -0.30 -0.01 -0.41
H -0.83 0.20 -0.05
H -0.74 0.08 -0.06
H -0.18 0.34 0.08
H 0.17 -0.86 0.17
H 0.46 -0.49 -0.37
H 0.57 -0.36 0.46
C 0.28 0.79 0.02
C 1.28 0.20 -1.78
C -0.51 -0.42 1.30
C 0.90 -0.32 -0.09
C 0.41 -1.03 -0.07
C -1.77 1.49 -0.16
N -0.57 -1.08 0.15
O 0.22 0.91 -0.47
C 0.34 -0.05 1.83
C 0.63 0.06 0.26
C -1.05 -0.37 0.40
H -0.12 0.13 -0.16
H -0.07 0.19 0.79
H 0.05 -0.13 -0.16
H 0.01 -0.37 -0.30
H 0.43 0.07 -0.22
H -0.41 -0.24 0.29
H -0.14 0.32 -0.11
H 0.07 0.39 0.00
H -0.04 -0.19 -0.14
H 0.16 -0.24 -0.52
H -0.07 0.04 -0.35
H 0.57 -0.36 0.07
H -0.18 0.03 0.04
H 0.01 0.17 -0.20
H -0.22 -0.02 -0.41
H -0.09 0.19 -0.07
H -0.16 0.01 0.15
H -0.12 -0.07 -0.20
H 0.11 0.02 0.13
C -0.19 0.14 0.57
C -0.65 1.53 0.64
C 1.32 1.09 -0.60
C -0.54 -0.50 0.76
C 0.95 -0.14 0.41
C -1.46 -0.35 -1.83
N -0.01 -0.65 -0.61
O 0.81 -0.02 -0.02
C -0.19 0.17 0.65
C 1.04 0.69 -0.47
C -0.71 -1.52 -0.04
H -0.25 -0.07 -0.24
H -0.05 -0.02 -0.30
H 0.43 -0.45 -0.39
H 0.03 -0.37 0.75
H -0.14 -0.38 -0.08
H -0.11 0.02 -0.32
H 0.31 -0.11 0.19
H 0.06 0.25 0.12
H -0.24 0.05 0.54
H -0.19 -0.12 0.38
H -0.22 -0.19 -0.24
H 0.53 0.47 -0.39
H -0.19 0.11 0.28
H 0.04 -0.67 0.21
H -0.38 0.13 -0.12
H -0.14 0.04 0.26
H 0.37 0.40 0.03
H 0.02 0.37 -0.26
H -0.35 0.01 0.21
C 0.24 -0.75 -0.23
C -0.43 0.22 -0.97
O 0.06 0.05 0.03
H -0.37 0.72 0.47
H 0.11 -0.13 -0.15
H 0.43 0.19 -0.25
H 0.22 -0.12 0.51
H -0.19 -0.45 0.36
H 0.07 0.12 0.20
C 0.92 0.00 1.06
C -0.20 -0.03 -1.21
O 0.34 -0.23 -0.11
H -0.38 0.51 -0.30
H -0.08 -0.24 0.61
H 0.02 -0.07 -0.48
H 0.08 -0.09 0.51
H -0.16 -0.19 -0.15
H -0.41 0.15 0.08
C 0.44 -0.61 0.86
C 0.40 -1.10 0.38
O -0.61 0.66 -0.17
H -0.43 0.55 0.05
H -0.41 0.37 -0.79
H 0.55 0.22 0.08
H 0.09 0.10 -0.24
H -0.37 0.06 0.03
H 0.18 -0.08 -0.29
C 0.98 -0.11 0.21
C -0.41 0.67 0.30
O -0.12 -0.04 -0.20
H -0.58 0.03 -0.02
H -0.30 -0.10 0.24
H -0.27 -0.03 -0.39
H 0.44 -0.47 -0.30
H 0.07 0.16 0.13
H 0.33 0.04 -0.01
C 1.03 -0.54 0.74
C -0.75 0.52 -0.61
O 0.36 0.44 0.19
H -0.47 0.20 0.18
H -0.13 0.25 -0.30
H -0.41 0.19 -0.07
H -0.04 -0.72 -0.37
H 0.47 -0.06 -0.07
H -0.12 -0.28 0.27